98
Properties=species:S:1:pos:R:3:mulliken_spin:R:1 method="wB97M-V/def2-TZVPD" e_lumo_ev="-2.056 / -2.056" de_lowest_kcal_mol=14.2 total_energy_ha=-4410.46801 gap_ev="2.9511 / 4.1122" multiplicity=2 s_squared=0.7553
Cu 0.4206 -0.1291 0.1650 0.612
F -5.0289 -3.9863 0.6985 0.000
C -4.1060 -3.7132 1.6585 0.000
C -3.2197 -2.7016 1.4007 0.004
C -2.2746 -2.3196 2.3493 -0.002
C -1.3107 -1.2766 2.0548 0.010
O -1.3558 -0.6826 0.9721 -0.003
C -0.3499 -1.0168 3.0826 0.003
C -0.4529 -1.6369 4.2811 0.003
N -1.3714 -2.6124 4.5644 0.001
C -1.4997 -3.1478 5.8922 0.000
C -0.9061 -4.4957 6.2109 0.000
C -0.3102 -3.2480 6.7889 0.000
C -2.2555 -3.0085 3.5762 -0.003
C -3.1058 -4.0955 3.7745 0.000
C -4.0751 -4.4543 2.8366 0.000
N -4.9164 -5.5759 3.1162 0.000
C -5.9599 -5.9178 2.1461 0.000
C -6.6837 -7.1789 2.6428 0.000
N -5.7156 -7.9263 3.5006 0.000
C -5.5172 -7.1972 4.7954 0.000
C -5.4493 -5.6982 4.4680 0.000
C 0.8942 -0.1646 2.8942 0.012
O 1.3946 0.3412 3.8955 0.004
O 1.3965 -0.1597 1.7138 0.026
H -3.2449 -2.1845 0.4496 -0.002
H 0.2383 -1.3578 5.0630 0.004
H -2.4509 -2.8968 6.3514 0.000
H -0.3609 -4.9827 5.4128 0.000
H -1.4556 -5.1691 6.8571 0.000
H 0.6506 -2.9259 6.4151 0.000
H -0.4695 -3.0394 7.8366 0.000
H -2.9561 -4.7125 4.6455 0.000
H -5.4861 -6.1183 1.1882 0.000
H -6.6901 -5.1153 2.0018 0.000
H -7.0001 -7.7969 1.8064 0.000
H -7.5539 -6.9441 3.2520 0.000
H -4.8180 -7.9086 3.0083 0.000
H -6.0004 -8.8909 3.6570 0.000
H -4.5924 -7.5576 5.2413 0.000
H -6.3506 -7.4204 5.4591 0.000
H -4.8082 -5.2045 5.1863 0.000
H -6.4438 -5.2398 4.5467 0.000
O -1.2025 0.3830 -3.3649 0.008
C -0.6887 -0.0632 -2.3294 -0.051
O -0.2884 0.6354 -1.3471 0.067
C -0.5644 -1.5759 -2.2019 -0.013
C -0.9402 -2.3986 -3.2854 0.002
C -0.8689 -3.7543 -3.1456 0.000
C -0.4496 -4.3051 -1.9126 0.001
C -0.3881 -5.6917 -1.6571 0.000
C 0.0166 -6.1557 -0.4332 0.000
C 0.4117 -5.2529 0.5729 0.001
C 0.3794 -3.9017 0.3547 -0.005
C -0.0778 -3.4001 -0.8857 0.007
N -0.1337 -2.0609 -1.0617 0.006
H -1.2721 -1.9243 -4.1977 0.001
H -1.1339 -4.4171 -3.9615 0.000
H -0.6608 -6.3816 -2.4481 0.000
H 0.0474 -7.2216 -0.2431 0.000
H 0.7636 -5.6407 1.5219 0.000
H 0.7066 -3.1858 1.1003 -0.005
C 2.4439 4.7758 0.4341 0.000
N 2.9834 3.4326 0.3665 0.000
C 3.1694 2.8830 1.7021 -0.001
C 2.1203 2.5607 -0.4281 0.019
C 2.8160 1.2744 -0.8213 -0.066
C 4.1202 1.3360 -1.3207 0.025
C 4.8086 0.1846 -1.6664 -0.021
C 4.1946 -1.0510 -1.5270 0.026
C 2.8913 -1.1221 -1.0414 -0.058
C 2.2000 0.0339 -0.6844 0.389
H 3.1068 5.4007 1.0367 0.000
H 1.4347 4.8101 0.8796 0.000
H 2.3947 5.1986 -0.5721 0.000
H 3.8901 3.4981 2.2463 0.000
H 3.5526 1.8665 1.6300 0.001
H 2.2291 2.8396 2.2723 0.000
H 1.8424 3.0994 -1.3406 -0.002
H 1.1880 2.3269 0.1064 -0.010
H 4.5983 2.3065 -1.4042 0.002
H 5.8255 0.2523 -2.0372 -0.001
H 4.7287 -1.9639 -1.7765 0.001
H 2.4366 -2.0999 -0.9212 0.007
C -3.9371 0.9880 -1.5626 0.001
N -3.2679 1.3743 -0.3341 0.000
C -2.3508 2.3656 -0.2337 -0.001
S -1.6955 2.7049 1.2662 0.000
N -2.1071 3.0530 -1.3722 0.000
C -1.1773 4.1620 -1.4402 0.001
H -4.6376 0.1871 -1.3294 0.000
H -3.2497 0.6388 -2.3359 -0.001
H -4.5056 1.8352 -1.9549 0.000
H -3.1907 0.6905 0.3984 0.000
H -2.1985 2.5122 -2.2224 0.000
H -1.0449 4.5558 -0.4371 0.000
H -1.5859 4.9403 -2.0876 0.000
H -0.2040 3.8498 -1.8223 0.000